# 1
The following is a quantum chemistry calculation of a molecular structure, C39H53F5N4O5PSZr, from the Open Molecules 2025 dataset.

## Properties
highest occupied orbital energy: -0.4188 hartree
spin multiplicity: 1
charge: +1
energy relative to the best compared isomer or geometry (same formula, charge and spin): 1.8 kcal per mole
frontier orbital gap: 8.431 eV

Positions of all 109 atoms, in Å:
1 Zr -0.87497 -0.60123 0.29566
2 N -2.13071 -0.63174 2.34701
3 C -3.13976 -1.71580 2.26035
4 C -3.71123 -1.70273 0.84745
5 O -4.89356 -1.80730 0.62203
6 N -2.72215 -1.52994 -0.09894
7 C -3.16687 -1.42478 -1.49383
8 C -2.57716 -0.11624 -1.98984
9 O -3.15398 0.78586 -2.51501
10 O -1.25679 -0.06577 -1.62915
11 H -2.62084 0.23329 2.54958
12 H -1.48192 -0.80375 3.10893
13 H -2.64187 -2.66949 2.44362
14 H -3.94247 -1.59233 2.98514
15 H -2.75519 -2.23845 -2.09334
16 H -4.25120 -1.40536 -1.57250
17 C 5.35987 -2.22910 -1.77933
18 C 4.73909 -3.42187 -1.06896
19 C 3.35722 -3.11601 -0.51024
20 N 2.40717 -2.86766 -1.59466
21 C 1.68753 -1.78102 -1.78505
22 S 1.77814 -0.42288 -0.72696
23 N 0.81615 -1.70651 -2.82759
24 C 0.27879 -2.77174 -3.60297
25 O -0.91367 -2.80673 -3.77036
26 C 1.22063 -3.75370 -4.19175
27 C 2.51828 -3.39014 -4.55309
28 C 3.35350 -4.32540 -5.14227
29 C 2.89659 -5.61866 -5.35870
30 C 1.60276 -5.98028 -5.00375
31 C 0.75740 -5.04742 -4.42895
32 H 6.33424 -2.47976 -2.19493
33 H 5.49259 -1.39185 -1.09282
34 H 4.73394 -1.88020 -2.60267
35 H 5.37054 -3.73859 -0.23649
36 H 4.67760 -4.28222 -1.74328
37 H 3.36919 -2.23038 0.12176
38 H 2.97064 -3.94990 0.08222
39 H 2.34333 -3.59871 -2.29226
40 H 0.16296 -0.93443 -2.73563
41 H 2.86044 -2.37456 -4.39673
42 H 4.35419 -4.04561 -5.44130
43 H 3.55150 -6.34862 -5.81503
44 H 1.25415 -6.98766 -5.18359
45 H -0.25855 -5.30346 -4.16034
46 F -0.30068 -7.20873 2.01788
47 C -0.17086 -5.89245 1.91938
48 C -0.37377 -5.25862 0.70021
49 F -0.69370 -5.95862 -0.38130
50 C -0.23490 -3.88670 0.62950
51 F -0.44201 -3.24519 -0.55129
52 C 0.11443 -3.10051 1.72731
53 O 0.24207 -1.78992 1.56956
54 C 0.30446 -3.75664 2.94025
55 F 0.61381 -3.05316 4.03115
56 C 0.16433 -5.13499 3.03395
57 F 0.35087 -5.73349 4.20084
58 C 0.98578 4.98217 -2.04242
59 C -0.40807 4.42582 -2.37449
60 C -0.72994 3.16779 -1.56027
61 C -0.13510 3.31372 -0.15502
62 C 1.40321 3.25834 -0.24611
63 C 1.90984 3.87059 -1.56162
64 P -0.80410 2.10802 1.05422
65 C 0.16946 2.19761 2.61340
66 C 0.40682 3.62183 3.16459
67 C 1.63165 3.67206 4.08712
68 C 1.73308 2.40422 4.92524
69 C 1.94641 1.16746 4.03052
70 C 1.48213 1.40931 2.59054
71 C -2.49448 2.68005 1.54799
72 C -2.65689 4.21430 1.71745
73 C -3.45249 4.82607 0.57017
74 C -4.88008 4.27004 0.53085
75 C -4.92519 2.78626 0.93189
76 C -3.59213 2.11291 0.62772
77 H 0.91456 5.74644 -1.26241
78 H 1.40786 5.48354 -2.91368
79 H -0.47723 4.18402 -3.43623
80 H -1.16673 5.18861 -2.18232
81 H -0.29772 2.27946 -2.02343
82 H -1.80466 2.99247 -1.55120
83 H -0.42411 4.29648 0.23874
84 H 1.74760 2.22423 -0.18314
85 H 1.83773 3.78690 0.60615
86 H 1.97760 3.09328 -2.32713
87 H 2.92386 4.24490 -1.41511
88 H -0.49342 1.67142 3.31876
89 H -0.47963 3.94243 3.71706
90 H 0.53870 4.33627 2.34783
91 H 1.56528 4.55664 4.72150
92 H 2.54261 3.79110 3.49478
93 H 0.81804 2.29344 5.51442
94 H 2.54516 2.48859 5.64709
95 H 1.39917 0.31370 4.43960
96 H 2.99842 0.87805 4.02106
97 H 1.38430 0.44482 2.08377
98 H 2.23306 1.96990 2.03245
99 H -2.62735 2.23868 2.54598
100 H -1.69169 4.71222 1.82279
101 H -3.18474 4.40123 2.65634
102 H -2.93845 4.62922 -0.37470
103 H -3.47426 5.91152 0.67806
104 H -5.29349 4.39635 -0.47066
105 H -5.51514 4.85052 1.20233
106 H -5.73122 2.27134 0.40968
107 H -5.13769 2.68612 2.00108
108 H -3.34136 2.27098 -0.42222
109 H -3.67460 1.02640 0.74218

# 2
The following is a quantum chemistry calculation of a single C4H3I molecule in a non-equilibrium geometry, from the Open Molecules 2025 dataset.

## Properties
highest occupied orbital energy: -0.3275 hartree
SMILES: C=C=C=CI
spin multiplicity: 1
charge: 0
energy relative to the best compared isomer or geometry (same formula, charge and spin): 19.3 kcal per mole
frontier orbital gap: 8.765 eV

Positions of all 8 atoms, in Å:
1 C 0.42827 0.38678 -0.03514
2 C -0.58984 -0.37660 0.02056
3 C -1.83383 -0.78759 -0.04653
4 C 1.60733 0.91237 -0.00541
5 I 3.49896 -0.07591 -0.01818
6 H -2.20661 -1.85399 0.14124
7 H -2.79535 -0.24228 -0.02143
8 H 1.89107 2.03723 -0.03512

# 3
The following is a quantum chemistry calculation of a molecular structure, C21H23N5SZr, from the Open Molecules 2025 dataset.

## Properties
highest occupied orbital energy: -0.7722 hartree
spin multiplicity: 1
charge: +4
energy relative to the best compared isomer or geometry (same formula, charge and spin): 5.1 kcal per mole
frontier orbital gap: 5.968 eV

Positions of all 51 atoms, in Å:
1 Zr -0.06073 0.58512 0.61829
2 C 2.63910 -1.01933 1.27724
3 C 3.03091 0.29071 0.66499
4 C 4.34632 0.62020 0.40693
5 C 4.64912 1.85312 -0.14878
6 C 3.62298 2.77159 -0.40007
7 C 2.33958 2.41612 -0.09162
8 N 2.03255 1.17735 0.40385
9 C 1.16516 3.28236 -0.25509
10 C 1.21783 4.63533 -0.49242
11 C 0.02820 5.34963 -0.59110
12 C -1.19025 4.69331 -0.44815
13 C -1.19366 3.33887 -0.21423
14 N -0.02821 2.63466 -0.10122
15 C -2.40125 2.52884 -0.01198
16 C -3.67582 2.94748 -0.27754
17 C -4.73684 2.08016 0.00507
18 C -4.47617 0.83281 0.55103
19 C -3.17040 0.44043 0.76527
20 C -2.82747 -0.88351 1.37898
21 N -2.13721 1.27667 0.47329
22 H 3.37127 -1.34363 2.01744
23 H 2.54319 -1.80094 0.52360
24 H 1.68529 -0.96358 1.84408
25 H 5.12889 -0.08928 0.64509
26 H 5.67735 2.11436 -0.37113
27 H 3.85143 3.74092 -0.82038
28 H 2.16629 5.14532 -0.58551
29 H 0.05061 6.41876 -0.76811
30 H -2.11600 5.24817 -0.50688
31 H -3.86948 3.92792 -0.68941
32 H -5.75783 2.39145 -0.18381
33 H -5.28423 0.16237 0.81572
34 H -3.56304 -1.17202 2.13041
35 H -1.86787 -0.84508 1.93998
36 H -2.76723 -1.67458 0.63071
37 C 0.49204 -3.87072 -2.65148
38 N 0.20053 -3.97916 -1.21060
39 C 0.20852 -5.31685 -0.55611
40 C -0.12961 -4.99721 0.91292
41 N -0.22011 -3.50803 0.89803
42 C -0.06130 -3.04647 -0.33538
43 S -0.13951 -1.37106 -0.91587
44 H -0.22809 -4.48037 -3.19357
45 H 1.49721 -4.24583 -2.83464
46 H 0.41633 -2.84062 -2.98210
47 H 1.19297 -5.76237 -0.68642
48 H -0.52990 -5.94961 -1.04470
49 H 0.64508 -5.31248 1.60574
50 H -1.08278 -5.42011 1.22017
51 H -0.68376 -3.01121 1.63947

# 4
The following is a quantum chemistry calculation of 2 unconnected molecules or ions with the total composition C3H5NO2 in a non-equilibrium geometry, from the Open Molecules 2025 dataset.

## Properties
highest occupied orbital energy (spin up / spin down): -0.1737 / -0.3915 hartree
spin multiplicity: 3
⟨S²⟩: 2.007
charge: 0
energy relative to the best compared isomer or geometry (same formula, charge and spin): 62.4 kcal per mole
frontier orbital gap (spin up / spin down): 5.115 / 8.329 eV

Positions of all 11 atoms, in Å:
1 C -1.51774 0.01574 0.03970
2 C 0.58620 -0.50713 -0.03768
3 C 1.42702 0.64691 -0.20302
4 N 0.59989 -1.68872 0.02433
5 O -2.03820 -1.05845 -0.10841
6 O -2.37783 1.15035 0.22843
7 H 2.41290 0.40221 0.45044
8 H 0.91458 1.55016 0.26757
9 H 1.78855 0.90684 -1.29494
10 H 1.38941 -2.31020 0.09864
11 H -3.18479 0.89230 0.53494

Number 1: calculated total energy -3399.08125 Ha. Number 2: calculated total energy -451.78374 Ha. Number 3: calculated total energy -1531.63692 Ha. Number 4: calculated total energy -322.28417 Ha.